# 1
A molecular structure, C5H11N, computed with ωB97M-V/def2-TZVPD.

## Properties
- frontier orbital gap (eV) = 8.30
- LUMO level (Eh) = 0.03964

The geometry in XYZ format:
```
17
C5H11N ωB97M-V/def2-TZVPD
C -0.02 0.35 -1.43
C 1.54 -0.69 0.87
C -0.73 -0.78 2.10
C -0.68 1.44 -2.22
C 0.07 -0.38 0.90
N -0.54 0.13 -0.13
H 1.05 0.20 -1.59
H -1.05 -0.51 -1.02
H -0.76 -1.87 2.23
H -1.76 -0.42 2.01
H -0.31 -0.36 3.02
H 2.10 0.14 0.42
H 1.75 -1.58 0.26
H 1.93 -0.87 1.87
H -1.76 1.47 -2.02
H -0.54 1.29 -3.29
H -0.28 2.43 -1.96
```

# 2
2 unconnected molecules or ions with the total composition C5H11N, computed with ωB97M-V/def2-TZVPD.

## Properties
- frontier orbital gap (eV) = 9.20
- LUMO level (Eh) = 0.03521

The geometry in XYZ format:
```
17
C5H11N ωB97M-V/def2-TZVPD
C 0.62 -1.23 1.52
C 0.98 -1.16 -0.65
N 0.39 0.00 -1.09
C 0.75 1.29 -0.54
C -0.53 0.61 -0.18
C -1.91 1.06 -0.59
H 1.68 -1.22 1.75
H 0.14 -0.73 2.40
H 0.21 -2.23 1.51
H 2.05 -1.21 -0.88
H 0.43 -2.06 -0.93
H 1.52 1.33 0.24
H 0.83 2.08 -1.29
H -0.30 -0.06 0.76
H -2.32 1.72 0.18
H -2.59 0.20 -0.68
H -1.93 1.61 -1.54
```

# 3
2 unconnected molecules or ions with the total composition C5H11N, computed with ωB97M-V/def2-TZVPD.

## Properties
- frontier orbital gap (alpha / beta) (eV) = 8.04 / 8.04
- LUMO level (alpha / beta) (Eh) = 0.03765 / 0.03765

The geometry in XYZ format:
```
17
C5H11N ωB97M-V/def2-TZVPD
C 1.30 1.21 -1.42
C 0.63 1.23 -0.08
N -0.62 0.93 0.08
C -1.68 0.20 -0.60
C -1.71 0.68 0.80
C 0.36 -1.74 1.39
H 2.30 0.76 -1.35
H 0.72 0.64 -2.15
H 1.45 2.22 -1.81
H 0.61 -0.90 0.74
H 1.17 1.53 0.81
H -2.26 0.75 -1.35
H -1.39 -0.81 -0.91
H -1.75 0.20 1.76
H -0.57 -2.20 1.05
H 0.24 -1.37 2.41
H 1.17 -2.46 1.34
```

# 4
A molecular structure, C5H11N, computed with ωB97M-V/def2-TZVPD.

## Properties
- frontier orbital gap (eV) = 9.25
- LUMO level (Eh) = 0.03621

The geometry in XYZ format:
```
17
C5H11N ωB97M-V/def2-TZVPD
C 1.93 -0.18 -0.46
N 0.82 0.69 -0.09
C 0.17 0.49 1.51
C -0.52 0.18 0.24
C -1.62 1.12 -0.22
C -0.79 -1.26 -0.16
H 1.92 -1.16 0.05
H 1.92 -0.35 -1.54
H 2.87 0.32 -0.20
H 0.96 1.40 0.77
H 0.70 -0.41 1.87
H -2.56 0.86 0.28
H -1.77 1.05 -1.31
H -1.37 2.15 0.03
H -1.75 -1.57 0.28
H -0.88 -1.37 -1.25
H -0.03 -1.96 0.20
```

# 5
C5H11N in the gas phase, computed with ωB97M-V/def2-TZVPD.

## Properties
- SMILES = CC[C@H]1CN1C
- frontier orbital gap (eV) = 10.33
- LUMO level (Eh) = 0.04459

The geometry in XYZ format:
```
17
C5H11N ωB97M-V/def2-TZVPD
C 2.35 -0.82 0.04
C 1.30 0.10 -0.58
C -0.01 0.09 0.20
C -0.74 1.32 0.63
N -1.20 0.53 -0.50
C -2.39 -0.27 -0.27
H 2.68 -0.46 1.02
H 1.95 -1.83 0.19
H 3.23 -0.90 -0.60
H 1.69 1.12 -0.65
H 1.08 -0.22 -1.60
H -0.15 -0.77 0.85
H -0.34 2.30 0.39
H -1.31 1.27 1.56
H -2.35 -1.16 -0.91
H -3.28 0.30 -0.55
H -2.50 -0.60 0.78
```

# 6
A gas-phase ion, C5H11N2 (charge +1), computed with ωB97M-V/def2-TZVPD.

## Properties
- net charge = +1
- SMILES = CC(C)N1[C@@H]2[NH2+][C@@H]21
- frontier orbital gap (eV) = 10.92
- LUMO level (Eh) = -0.11835

The geometry in XYZ format:
```
18
C5H11N2 ωB97M-V/def2-TZVPD
C 1.51 1.23 -0.22
C 0.83 0.03 0.30
C 1.64 -1.27 -0.05
N -0.45 -0.03 -0.26
C -1.58 -0.78 0.30
N -2.65 0.15 -0.42
C -1.52 0.64 0.46
H 1.71 1.03 -1.34
H 0.78 2.12 -0.24
H 2.42 1.54 0.19
H 0.92 -0.10 1.36
H 1.56 -1.44 -1.14
H 1.34 -2.12 0.57
H 2.68 -0.99 0.37
H -1.81 -1.86 0.54
H -3.59 0.13 -0.12
H -2.36 0.20 -1.38
H -1.41 1.53 1.09
```

# 7
A gas-phase ion, C5H11N2 (charge +1), computed with ωB97M-V/def2-TZVPD.

## Properties
- net charge = +1
- SMILES = C/C=[NH+]/C[C@@H]1CN1
- frontier orbital gap (eV) = 10.25
- LUMO level (Eh) = -0.14696

The geometry in XYZ format:
```
18
C5H11N2 ωB97M-V/def2-TZVPD
C 2.83 0.69 -0.02
C 1.79 -0.28 -0.29
N 0.57 -0.17 0.06
C -0.44 -1.15 0.04
C -1.87 -0.58 0.16
C -2.27 0.62 -0.61
N -1.68 0.79 0.62
H 3.51 0.09 0.80
H 2.55 1.71 0.40
H 3.52 0.83 -0.92
H 2.12 -1.24 -0.56
H -0.11 0.67 0.35
H -0.48 -1.80 0.90
H -0.33 -1.81 -0.83
H -2.59 -1.28 0.53
H -3.31 0.95 -0.64
H -1.74 0.86 -1.54
H -2.07 1.09 1.55
```

# 8
2 unconnected molecules or ions with the total composition C5H11N2, computed with ωB97M-V/def2-TZVPD.

## Properties
- net charge = +1
- frontier orbital gap (alpha / beta) (eV) = 8.53 / 8.53
- LUMO level (alpha / beta) (Eh) = -0.13870 / -0.13871

The geometry in XYZ format:
```
18
C5H11N2 ωB97M-V/def2-TZVPD
C 0.29 2.27 0.66
C -1.92 0.10 -0.34
C 0.58 1.05 0.46
C 2.01 -0.82 1.25
C 0.77 -0.78 -1.02
N -2.84 -0.65 -0.81
N 1.13 -0.11 0.24
H 0.93 3.14 0.28
H -0.69 2.63 0.66
H -2.20 0.75 0.53
H 1.87 -1.92 1.17
H 2.96 -0.49 1.00
H 1.73 -0.42 2.14
H 1.19 -1.90 -1.05
H -0.38 -0.82 -1.00
H 1.09 -0.20 -1.97
H -3.91 -0.54 -0.66
H -2.61 -1.28 -1.54
```

# 9
2 unconnected molecules or ions with the total composition C5H11N2, computed with ωB97M-V/def2-TZVPD.

## Properties
- net charge = +1
- frontier orbital gap (alpha / beta) (eV) = 7.46 / 7.46
- LUMO level (alpha / beta) (Eh) = -0.15771 / -0.15769

The geometry in XYZ format:
```
18
C5H11N2 ωB97M-V/def2-TZVPD
C -2.35 0.46 0.00
C -4.62 -0.25 0.05
C 0.05 -0.78 0.02
C 3.44 0.01 0.09
C 2.02 0.62 0.17
N -3.54 0.30 -0.03
N 1.11 -0.30 -0.55
H -0.54 -1.47 -0.65
H -1.86 1.33 0.02
H -5.12 -0.14 1.00
H -5.02 -0.73 -0.85
H -0.39 -0.44 1.09
H 3.75 0.03 -1.00
H 4.10 0.69 0.50
H 3.66 -0.95 0.72
H 2.02 1.53 -0.44
H 1.84 0.77 1.26
H 1.44 -0.68 -1.40
```

# 10
A gas-phase ion, C5H11N2 (charge +1), computed with ωB97M-V/def2-TZVPD.

## Properties
- net charge = +1
- SMILES = C=C(C)C/[NH+]=C/N
- frontier orbital gap (eV) = 9.26
- LUMO level (Eh) = -0.14785

The geometry in XYZ format:
```
18
C5H11N2 ωB97M-V/def2-TZVPD
C -1.37 -1.31 0.69
C -1.30 -0.15 -0.08
C -2.07 1.14 0.03
C -0.12 -0.13 -1.14
N 1.06 0.27 -0.42
C 2.02 -0.55 -0.07
N 2.99 -0.15 0.73
H -0.81 -2.16 0.51
H -1.94 -1.26 1.58
H -2.82 1.37 -0.73
H -2.52 1.22 1.11
H -1.28 2.04 -0.03
H 0.05 -1.27 -1.48
H -0.32 0.42 -2.06
H 0.81 1.04 0.18
H 2.10 -1.51 -0.73
H 3.86 -0.64 0.91
H 2.87 0.40 1.49
```

# 11
A gas-phase ion, C5H11N2 (charge +1), computed with ωB97M-V/def2-TZVPD.

## Properties
- net charge = +1
- frontier orbital gap (eV) = 8.61
- LUMO level (Eh) = -0.12110

The geometry in XYZ format:
```
18
C5H11N2 ωB97M-V/def2-TZVPD
C -0.96 0.35 -0.19
C -0.31 1.60 0.31
C -2.26 -0.35 0.64
C 0.59 0.62 -0.38
C 1.99 -1.32 0.12
N -3.34 -0.27 -0.07
N 1.56 -0.06 0.50
H 1.05 0.79 -1.42
H -1.44 0.61 -1.19
H -0.58 2.58 -0.10
H -0.12 1.68 1.36
H 2.52 -1.36 -0.86
H 2.86 -1.62 0.77
H 1.33 -2.21 0.40
H -4.25 -0.56 0.25
H -3.40 0.29 -1.02
H 2.32 0.59 0.35
H 1.19 -0.25 1.47
```

# 12
A gas-phase ion, C5H11N2 (charge +1), computed with ωB97M-V/def2-TZVPD.

## Properties
- net charge = +1
- SMILES = C=N/C=C/CC[NH3+]
- frontier orbital gap (eV) = 9.69
- LUMO level (Eh) = -0.12554

The geometry in XYZ format:
```
18
C5H11N2 ωB97M-V/def2-TZVPD
C -1.93 -2.26 -1.45
N -1.54 -1.06 -1.17
C -0.39 -0.97 -0.30
C 0.50 -0.04 -0.60
C 1.65 0.18 0.43
C 1.49 1.65 1.15
N 0.01 1.92 1.31
H -1.44 -3.15 -1.04
H -2.77 -2.43 -2.22
H -0.35 -1.59 0.64
H 0.60 0.49 -1.53
H 2.56 0.29 -0.13
H 1.71 -0.68 1.12
H 1.94 1.60 2.12
H 1.80 2.48 0.41
H -0.58 2.24 0.63
H -0.21 2.35 2.20
H -0.47 0.97 1.38
```

Which ΔE to the lowest compared entry with this formula, charge and spin belongs to each record? In order, 3.4629, 4.5507, 4.0295, 3.9959, 1.2573, 4.6948, 2.4055, 5.3095, 4.7809, 1.6821, 5.0474, 2.3820 eV.